The following is a DFT calculation (wB97M-V/def2-TZVPD) of a molecular structure, C10H16N3OS in a non-equilibrium geometry.

**Charge**: +1
**Gap between HOMO and LUMO**: 7.917 eV
**Max |F|**: 5.32 eV/A
**Relative energy (zero: lowest compared OMol25 entry of this formula, charge and spin)**: 3.484 eV
**Lowest unoccupied orbital energy**: -4.46 eV

The geometry in XYZ format:
```
31
Properties=species:S:1:pos:R:3:forces:R:3:mulliken_charge:R:1
S -1.57901 -3.63707 -0.86064 1.7 1.5 2.2 0.06
O 1.66505 -0.88515 1.91894 -1.7 -1.0 -0.3 -0.56
N -0.41216 -0.19142 1.28268 -0.2 -0.7 0.8 -0.06
N 0.60160 -3.20272 1.22360 1.7 2.4 -1.9 -0.34
N -0.21455 -2.37068 0.47468 -1.2 -2.6 -4.5 -0.44
C -0.24360 3.12306 0.60406 0.7 0.2 -0.6 -0.26
C 0.66300 2.09835 0.33912 0.0 0.9 2.4 0.19
C 0.92982 1.68772 -0.94969 3.0 -2.5 1.4 0.28
C -1.17463 -2.95228 -2.45611 1.3 1.0 2.1 -0.81
C -0.45731 3.36248 -1.79172 0.9 -0.3 -1.2 -0.51
C -1.03153 -1.51129 1.24261 1.6 -2.2 2.3 -0.67
C 1.42481 1.44769 1.48951 -0.8 0.1 1.5 -0.93
C 0.85219 0.08282 1.64393 0.3 -1.8 -1.3 0.78
C 0.40535 2.28972 -2.05459 0.0 -0.2 1.3 -0.69
C -0.68051 3.81204 -0.48446 -0.8 -0.5 -1.7 -0.56
H -1.96926 -1.59395 0.70273 -0.5 1.1 0.8 0.37
H -1.13501 0.42278 0.99765 0.4 1.9 -0.2 0.33
H -0.62079 3.62244 1.49346 0.9 -1.0 0.7 0.33
H 1.74765 0.81977 -0.98519 -1.8 1.9 -0.4 0.21
H 0.16834 -3.67555 1.94301 -1.3 -1.8 1.9 0.22
H -1.73503 -3.55740 -3.08330 -2.0 -0.2 -1.7 0.38
H 1.44359 1.86229 2.56210 -0.8 0.2 -1.6 0.39
H -1.23789 4.65665 -0.18282 -0.9 1.0 -0.8 0.41
H 0.81373 1.85349 -2.95609 -0.8 0.7 -0.7 0.42
H -1.09092 -1.87645 -2.42521 -1.5 0.4 -0.5 0.26
H 1.09969 -3.77463 0.54955 0.2 -0.2 0.5 0.26
H 1.24344 -1.95110 1.67756 1.1 1.1 0.7 0.46
H -0.21199 -3.16199 -2.77984 2.2 -1.1 -0.1 0.32
H 2.49065 1.44696 1.31165 0.3 -0.7 -0.4 0.40
H -0.96401 -2.01057 2.28216 -1.3 1.3 -0.9 0.38
H -0.79070 3.76401 -2.72935 -0.7 1.1 0.3 0.37
```
Forces are in eV/Å.